# 1
This record from the Open Molecules 2025 dataset describes an isolated ion of composition C9H16NS and charge +1 at a distorted geometry. The level of theory is wB97M-V/def2-TZVPD.

Computed properties:
ΔE to the lowest compared entry with this formula, charge and spin in kJ/mol: 315.65
Net charge: +1
HOMO level in eV: -12.8
2S+1: 1

Element x y z (Å)
C 0.83386 -0.97433 -0.78777
C 1.85137 -0.87327 0.14882
C 0.31267 -1.60028 -1.80234
C 2.12018 -1.80221 1.08080
C 0.43850 1.73033 -0.59042
C 1.53702 1.76260 0.52024
C -1.83971 -0.82557 1.10868
C -1.66900 0.64826 -1.10855
C -0.96427 0.44555 1.09106
N -0.48229 0.64940 -0.25504
S 2.82025 0.60185 -0.02405
H -0.50552 -1.29958 -2.31491
H 0.78820 -2.60035 -2.19932
H 2.81449 -1.71714 1.96765
H 1.65933 -2.76560 0.98748
H -0.24658 2.57742 -0.51148
H 1.07886 1.73615 -1.55691
H 1.91792 2.69404 0.57125
H 1.27677 1.47966 1.46888
H -1.66021 -1.28585 2.09330
H -2.83083 -0.67819 0.85176
H -1.52068 -1.44735 0.40226
H -2.37182 1.23870 -0.68305
H -1.39953 1.08296 -2.13726
H -2.19284 -0.33941 -1.41459
H -0.26706 0.27447 1.80590
H -1.49908 1.28775 1.28761

Here are the Mulliken charges for atoms 1 to 2, given in e: atom 1 (C): 0.443, atom 2 (C): 0.197

# 2
This record from the Open Molecules 2025 dataset describes C9H16O as an isolated structure at a distorted geometry. The level of theory is wB97M-V/def2-TZVPD.

Computed properties:
ΔE to the lowest compared entry with this formula, charge and spin in kJ/mol: 401.75
Net charge: 0
HOMO level (alpha / beta) in eV: -7.6 / -7.7
2S+1: 1

Element x y z (Å)
C -1.46801 0.54123 1.18073
C 0.31739 2.06154 -0.24777
C -1.58092 -0.57060 2.02880
C 0.28121 0.67895 0.39350
C 1.22759 0.45893 1.36682
H -1.45284 1.51216 1.67082
H -2.16290 0.53853 0.34654
H 0.45443 2.82430 0.51912
H -0.61375 2.26865 -0.77742
H 1.13727 2.16364 -0.95618
H -0.95667 -0.65560 2.90753
H -2.38019 -1.28623 1.90330
H -0.43132 -1.76862 0.80633
H 1.26141 -0.45261 1.94343
H 1.97170 1.20616 1.60188
C 1.70350 -0.72536 -1.31468
C 0.26382 -0.54150 -0.83063
C -0.57425 0.03066 -1.94753
C -0.32947 -1.82181 -0.30894
O -1.77042 -0.08311 -2.06511
H 0.00153 0.61064 -2.69745
H 2.31030 -1.17223 -0.53063
H 1.73158 -1.38902 -2.18157
H 2.16136 0.22328 -1.59566
H 0.25721 -2.69695 -0.58738
H -1.35957 -1.95502 -0.62786

Here are the Mulliken charges for atoms 1 to 2, given in e: atom 1 (C): -0.445, atom 2 (C): -1.789

# 3
This record from the Open Molecules 2025 dataset describes one molecule with the formula C9H16O3S at a distorted geometry. The level of theory is wB97M-V/def2-TZVPD.

Computed properties:
ΔE to the lowest compared entry with this formula, charge and spin in kJ/mol: 43.55
Net charge: 0
SMILES: CCOC(=O)/C=C(\O)[C@@H](S)C(C)C
HOMO level in eV: -9.0
2S+1: 1

Element x y z (Å)
C -4.95284 -0.90754 0.38537
C -4.22103 0.46069 0.50649
O -2.86154 0.12503 0.86276
C -1.94731 -0.24540 -0.06162
O -2.20947 -0.30547 -1.25159
C -0.61968 -0.36331 0.54807
C 0.42772 -0.44027 -0.29693
O 0.29620 -0.34772 -1.62893
C 2.10433 -0.69425 0.18817
S 2.55230 -2.30771 -0.45010
C 2.90208 0.49651 -0.30686
C 2.22211 1.82515 0.00107
C 4.39881 0.38498 0.22208
H -5.97043 -0.68454 -0.00542
H -4.51379 -1.52613 -0.41538
H -4.94139 -1.47190 1.40525
H -4.54394 1.06821 1.29713
H -4.11689 0.90765 -0.49869
H -0.60818 -0.16069 1.64058
H -0.68527 -0.30641 -1.76175
H 2.04777 -0.87849 1.28533
H 2.01034 -2.12659 -1.68868
H 2.94880 0.30665 -1.41816
H 2.95510 2.55136 -0.08703
H 1.35924 2.01381 -0.54745
H 1.89947 1.78210 1.05941
H 4.29073 0.41479 1.24027
H 4.83636 -0.61891 0.08208
H 4.94038 1.04843 -0.30549

Here are the Mulliken charges for atoms 1 to 2, given in e: atom 1 (C): -0.949, atom 2 (C): -0.317

# 4
This record from the Open Molecules 2025 dataset describes one molecule with the formula C9H16O4. The level of theory is wB97M-V/def2-TZVPD.

Computed properties:
ΔE to the lowest compared entry with this formula, charge and spin in kJ/mol: 0.62
Net charge: 0
SMILES: CCCCC[C@H](CC(=O)O)C(=O)O
HOMO level in eV: -10.5
2S+1: 1

Element x y z (Å)
C -4.23003 -0.18056 -0.58443
C -3.69922 -1.28132 0.32600
C -2.29030 -1.75090 -0.04383
C -1.22088 -0.69860 0.23823
C 0.16955 -1.19111 -0.14817
C 1.27229 -0.17820 0.19399
C 1.12544 1.13671 -0.58088
C 0.13693 2.09590 0.02968
O -0.65711 2.75642 -0.58021
O 0.25378 2.17334 1.36356
C 2.61831 -0.80217 -0.11336
O 3.38071 -0.44767 -0.96957
O 2.88030 -1.83795 0.69774
H -5.25209 0.07092 -0.31018
H -4.22565 -0.50994 -1.62036
H -3.62993 0.72354 -0.50911
H -4.37653 -2.13602 0.27141
H -3.69760 -0.92760 1.36008
H -2.05726 -2.65087 0.52874
H -2.26680 -2.01622 -1.10137
H -1.23333 -0.44827 1.30140
H -1.45246 0.20438 -0.32376
H 0.38323 -2.12257 0.38522
H 0.19774 -1.40466 -1.21860
H 1.24441 0.02405 1.26678
H 0.83821 0.95225 -1.61347
H 2.09144 1.64381 -0.59298
H -0.37863 2.81974 1.71620
H 3.73671 -2.22951 0.47677

Here are the Mulliken charges for atoms 1 to 2, given in e: atom 1 (C): -1.119, atom 2 (C): -0.500

# 5
This record from the Open Molecules 2025 dataset describes one molecule with the formula C9H16O4S. The level of theory is wB97M-V/def2-TZVPD.

Computed properties:
ΔE to the lowest compared entry with this formula, charge and spin in kJ/mol: 0.70
Net charge: 0
SMILES: C=CC[C@@]1(OCC)CCOS(=O)(=O)C1
HOMO level in eV: -9.6
2S+1: 1

Element x y z (Å)
C -0.93334 2.96898 -0.79491
C -1.56235 1.80006 -0.72506
C -1.04285 0.51903 -1.31465
C -0.35617 -0.45063 -0.33349
O -1.22240 -0.78267 0.74423
C -1.25169 0.04740 1.90417
C -0.35988 -0.47449 3.02918
C -0.08825 -1.77570 -1.08775
C 1.37018 -2.16197 -1.16605
O 2.14397 -1.14534 -1.84152
S 2.26243 0.24297 -1.07464
O 1.96347 1.27745 -2.01110
O 3.51021 0.27204 -0.38317
C 0.98780 0.11408 0.15916
H -1.44259 3.89532 -0.56273
H 0.09819 3.03411 -1.12546
H -2.53111 1.75201 -0.23629
H -1.89153 -0.03380 -1.72453
H -0.37033 0.73354 -2.14357
H -2.28828 0.02661 2.24119
H -1.03787 1.08882 1.66260
H 0.62090 -0.00003 3.03922
H -0.82220 -0.30128 3.99983
H -0.21827 -1.54605 2.89280
H -0.61648 -2.57990 -0.57396
H -0.50698 -1.71834 -2.09206
H 1.81758 -2.37458 -0.19312
H 1.48812 -3.06049 -1.76543
H 1.40869 -0.50131 0.94980
H 0.87103 1.13413 0.52732

Here are the Mulliken charges for atoms 1 to 2, given in e: atom 1 (C): -0.706, atom 2 (C): -0.631

# 6
This record from the Open Molecules 2025 dataset describes one molecule with the formula C9H16Si at a distorted geometry. The level of theory is wB97M-V/def2-TZVPD.

Computed properties:
ΔE to the lowest compared entry with this formula, charge and spin in kJ/mol: 170.07
Net charge: 0
SMILES: C=C[Si](C)(C(=C)C)C(=C)C
HOMO level in eV: -9.3
2S+1: 1

Element x y z (Å)
C -0.92213 2.75693 -0.39245
C -1.10570 1.49649 -0.71081
Si -0.24169 0.12669 0.22275
C -0.55649 0.27364 2.10112
C 1.72092 0.46459 -0.14389
C 2.67456 0.56439 0.76691
C 2.00361 0.96608 -1.54165
C -0.78937 -1.68098 -0.07136
C 0.14180 -2.56403 0.11566
C -2.15778 -2.22454 -0.56254
H -1.33618 3.65219 -0.97047
H -0.34636 2.93152 0.48334
H -1.70286 1.35442 -1.71655
H -0.51518 -0.73779 2.55610
H 0.13846 0.90535 2.50617
H -1.50934 0.64930 2.37074
H 2.27657 0.40715 1.81208
H 3.69148 0.71757 0.67240
H 2.89850 1.50540 -1.59921
H 1.17486 1.61953 -1.96141
H 2.14306 0.04128 -2.07474
H 1.16821 -2.14858 0.51368
H -0.05840 -3.58761 -0.02274
H -1.95747 -3.05633 -1.34155
H -2.61566 -1.40875 -1.12420
H -2.66268 -2.66608 0.35710

Here are the Mulliken charges for atoms 1 to 2, given in e: atom 1 (C): -0.481, atom 2 (C): -0.365

# 7
This record from the Open Molecules 2025 dataset describes a 2-piece molecular cluster, C9H17BN2O3P overall at a distorted geometry. The level of theory is wB97M-V/def2-TZVPD.

Computed properties:
Net charge: +1
HOMO level in eV: -11.3
2S+1: 1

Element x y z (Å)
C -1.88428 0.39360 -1.47560
B -1.23142 1.79715 -1.20482
O -1.04146 2.70159 -2.23215
C -0.80011 2.27611 0.27751
C -1.82708 2.69151 1.15558
C -1.50137 3.06185 2.44466
C -0.19929 3.02860 2.86499
N 0.76285 2.67604 2.01743
C 0.47286 2.30854 0.74510
P 1.87676 1.85166 -0.36230
O 1.58717 0.64946 -1.16099
H -2.71838 0.56043 -2.17705
H -1.21430 -0.32376 -1.96535
H -2.32064 -0.07024 -0.58310
H -0.45141 2.27699 -2.87397
H -2.86702 2.72330 0.84056
H -2.23704 3.37529 3.17934
H 0.09709 3.28261 3.87820
H 1.73127 2.65703 2.32008
H 2.03316 2.97233 -1.21682
H 3.06833 1.78933 0.40928
C -0.73828 -3.33639 -0.65539
O -1.20236 -2.50147 -1.41503
N 0.56947 -3.54161 -0.42243
C 1.03314 -4.56202 0.49894
C 1.54833 -2.72075 -1.11594
H -1.38735 -4.01982 -0.08336
H 1.61427 -4.09660 1.29792
H 1.66334 -5.27618 -0.03383
H 0.19006 -5.09240 0.93712
H 1.38658 -1.67326 -0.87417
H 1.43321 -2.84648 -2.19342
H 2.55394 -3.01242 -0.82099

Here are the Mulliken charges for atoms 1 to 2, given in e: atom 1 (C): -0.933, atom 2 (B): 0.208

> What is the formula in the third record?

C9H16O3S